Density functional theory data (ωB97M-V with the def2-TZVPD basis set) for a 2-piece molecular cluster, CH6N3OS overall in a non-equilibrium geometry.

Output
Electronic energy (eV): -18478.2635
Frontier orbital gap (eV): 8.136
M (g mol⁻¹): 108.1
Charge: +1
ΔE to the lowest compared entry with this formula, charge and spin (kJ/mol): 200.38
HOMO energy (Eh): -0.472

Atoms and positions in Å:
S (-3.2914, 0.7688, 0.0064)
O (0.2612, -0.2517, 0.0649)
N (-2.4761, -0.9006, 0.0782)
N (2.4096, 0.7248, 0.2012)
N (3.7989, 0.5648, 0.2278)
C (1.3649, 0.1665, 0.2410)
H (-3.6606, 0.6099, -1.3019)
H (4.2819, 1.2917, 0.6979)
H (-2.3169, -1.1235, 1.1135)
H (4.2048, 0.5923, -0.7179)
H (-3.0978, -1.5981, -0.2129)
H (-1.4784, -0.8450, -0.3981)



Density functional theory data (ωB97M-V with the def2-TZVPD basis set) for a 12-piece molecular cluster, C51H135N15O18 overall in a non-equilibrium geometry.

Output
Electronic energy (eV): -114268.6287
Frontier orbital gap (eV): 8.345
M (g mol⁻¹): 1246.7
SMILES: COC[C@H](C)N.COC[C@H](C)N.COC[C@H](C)N.COCCNCCOC.COCCNCCOC.COCCNCCOC.COCCNCCOC.COCCNCCOC.COCCNCCOC.NC(N)=O.NC(N)=O.NC(N)=O
Charge: 0
ΔE to the lowest compared entry with this formula, charge and spin (kJ/mol): 555.54
HOMO energy (Eh): -0.310

Atoms and positions in Å:
O (2.1869, -19.3225, -13.1410)
O (-3.6967, -11.7709, -22.6893)
O (11.5873, -8.3061, -13.1563)
O (3.2221, -17.3940, -8.2443)
O (-8.0497, -15.6270, -8.4871)
O (9.6052, -16.3856, -10.9157)
O (0.6918, -16.7763, -20.7969)
O (0.6898, -6.9982, -15.0037)
O (7.0954, -13.2420, -18.9859)
O (0.1105, -21.5318, -22.8776)
O (-3.3058, -11.1991, -8.9780)
O (-5.0681, -5.3984, -15.8090)
O (-6.9649, -10.7918, -16.0851)
O (6.9224, -10.6285, -9.7080)
O (1.5240, -12.0263, -13.4585)
O (-0.1257, -9.4067, -22.3320)
O (-2.8051, -12.7914, -4.1325)
O (12.3472, -15.3899, -15.9501)
N (-8.4160, -12.1022, -17.1852)
N (-1.9321, -10.9828, -6.3832)
N (-9.7720, -13.6000, -9.4635)
N (-2.5688, -9.2963, -21.1142)
N (-1.8529, -13.5216, -13.1621)
N (0.3185, -18.2570, -10.6055)
N (10.4309, -14.0706, -17.4092)
N (2.3660, -8.2638, -15.9812)
N (1.9359, -6.3412, -16.7881)
N (2.2586, -19.6286, -21.8140)
N (-6.6660, -12.9969, -15.9610)
N (8.9109, -13.5127, -8.9702)
N (-3.1192, -4.8438, -14.9152)
N (-3.9175, -6.8348, -14.6270)
N (9.3336, -7.9462, -15.1893)
C (-8.8515, -14.9192, -7.5419)
C (9.4632, -7.3953, -13.8706)
C (9.3252, -17.0175, -12.1034)
C (8.0475, -7.0203, -13.3762)
C (-3.6424, -10.1632, -20.6998)
C (-3.4448, -11.5744, -21.2560)
C (1.9324, -17.3607, -8.9000)
C (0.2226, -10.7977, -22.4474)
C (1.6065, -17.1244, -21.8209)
C (12.4569, -13.9703, -16.0627)
C (13.6167, -15.9221, -15.8280)
C (12.3162, -8.9524, -12.1320)
C (2.9437, -19.0092, -14.2561)
C (4.3409, -17.0571, -9.0930)
C (7.4257, -11.6378, -8.8534)
C (-0.6842, -13.1315, -13.8504)
C (-7.3125, -11.9120, -16.4454)
C (-6.6389, -15.4315, -8.3750)
C (1.6399, -18.3579, -9.9945)
C (9.8417, -14.3789, -9.6039)
C (0.8282, -18.8814, -13.1345)
C (-2.7210, -9.9424, -8.5492)
C (-1.4488, -9.3842, -20.2296)
C (9.3706, -15.0091, -10.9109)
C (6.0149, -13.2234, -18.0443)
C (-2.4283, -12.3788, -6.5570)
C (-0.4256, -22.8324, -23.1417)
C (-3.1813, -13.0089, -23.1694)
C (1.6082, -7.1740, -15.8539)
C (1.3875, -21.3722, -23.3456)
C (6.1150, -9.6429, -9.0840)
C (8.5140, -12.2762, -9.7474)
C (-10.2552, -12.8098, -7.2937)
C (9.0921, -13.5123, -17.5874)
C (-1.9221, -12.9371, -3.0151)
C (1.8378, -19.9253, -23.1596)
C (-4.0831, -5.7030, -15.1779)
C (-0.2376, -8.9329, -21.0091)
C (8.1962, -14.0738, -18.6037)
C (2.6280, -18.2052, -21.5445)
C (2.5875, -11.9168, -12.5262)
C (-1.5390, -10.2601, -7.5682)
C (-0.2503, -17.7952, -20.5204)
C (0.1758, -19.2602, -11.7170)
C (10.2216, -8.2222, -12.7931)
C (-2.2397, -13.3606, -5.3154)
C (-1.0728, -11.8328, -14.6481)
C (-4.4686, -11.0441, -9.7768)
C (0.5459, -12.8510, -12.8930)
C (-9.1788, -13.4878, -8.1201)
C (11.1091, -13.3309, -16.3817)
H (10.5273, -13.1694, -15.4743)
H (-0.4447, -22.9861, -24.2207)
H (-0.2755, -11.4730, -15.2985)
H (9.3825, -11.6182, -9.7210)
H (9.9701, -15.2045, -8.9039)
H (9.7780, -9.2087, -12.9278)
H (-4.6044, -9.7645, -21.0219)
H (6.3843, -9.3545, -8.0679)
H (-2.3562, -12.3181, -2.2299)
H (-8.7218, -13.0489, -17.3591)
H (-6.8452, -13.9199, -16.3299)
H (-3.0238, -7.0996, -14.2381)
H (0.5715, -20.2294, -11.4136)
H (-2.6969, -10.3536, -6.1849)
H (5.0645, -9.9314, -9.1201)
H (-1.1702, -13.5697, -5.2923)
H (9.9055, -14.5649, -11.7503)
H (14.3589, -15.5022, -16.5070)
H (-11.1817, -13.3678, -7.4295)
H (-4.1111, -12.2132, -20.6762)
H (10.8143, -13.8980, -9.7089)
H (-1.0494, -9.3450, -7.2352)
H (2.2288, -8.9909, -15.2937)
H (-1.0735, -17.9288, -21.2222)
H (-9.7575, -15.4941, -7.3504)
H (-2.1029, -13.1671, -23.1836)
H (-9.1309, -14.1940, -9.9697)
H (-3.3824, -13.0764, -24.2385)
H (-4.5240, -7.5741, -14.9520)
H (-1.9787, -12.0634, -15.2086)
H (-2.1686, -13.0405, -12.3321)
H (-10.3818, -11.7978, -7.6782)
H (1.1663, -17.3792, -8.1249)
H (2.7782, -12.7268, -11.8222)
H (13.4940, -16.9932, -15.9885)
H (11.2123, -12.3422, -16.8289)
H (-5.2398, -10.4296, -9.3122)
H (0.7467, -17.8217, -13.3763)
H (9.1028, -7.2105, -15.8416)
H (-1.6584, -8.6736, -19.4301)
H (9.2205, -18.0936, -11.9647)
H (0.6091, -9.2078, -20.3802)
H (8.5375, -13.5079, -16.6490)
H (10.0192, -7.9115, -11.7682)
H (-3.5874, -13.8574, -22.6189)
H (6.2617, -13.2886, -16.9846)
H (-0.8457, -12.8191, -3.1401)
H (-2.4578, -11.9295, -20.9594)
H (-0.2587, -7.8432, -21.0199)
H (7.8418, -15.0486, -18.2687)
H (1.0155, -19.2877, -23.4845)
H (1.2504, -10.8802, -22.0938)
H (8.2964, -14.8932, -11.0551)
H (13.0160, -13.5315, -15.2363)
H (2.6214, -19.6640, -23.8708)
H (-6.0972, -16.1357, -9.0065)
H (-2.2589, -9.4132, -9.3825)
H (0.2481, -12.3814, -11.9555)
H (9.9468, -6.4259, -13.9908)
H (-1.3661, -11.0012, -14.0074)
H (1.3996, -5.4921, -16.8945)
H (1.0236, -17.3031, -22.7244)
H (-0.2228, -18.4689, -9.7795)
H (7.8520, -11.2709, -7.9197)
H (2.2454, -19.2255, -15.0646)
H (2.1305, -22.0363, -22.9041)
H (10.2517, -8.2643, -15.4650)
H (-1.4535, -22.8928, -22.7842)
H (-4.2551, -10.5070, -10.7010)
H (9.3476, -13.2715, -8.0920)
H (-6.2327, -15.5149, -7.3670)
H (10.0639, -16.8911, -12.8948)
H (3.7325, -19.7289, -14.4753)
H (13.0786, -13.7987, -16.9414)
H (8.1292, -6.3127, -12.5513)
H (5.1371, -17.2708, -8.3799)
H (8.0136, -12.3979, -10.7081)
H (0.1367, -18.8058, -20.3900)
H (5.4924, -14.1777, -18.1108)
H (2.6218, -6.6939, -17.4403)
H (10.4999, -15.0701, -17.2819)
H (1.8598, -19.3941, -9.7376)
H (7.6204, -6.5698, -14.2721)
H (4.4715, -17.7232, -9.9458)
H (-0.8160, -10.8768, -8.1021)
H (-2.2446, -5.2177, -14.5755)
H (-6.3703, -14.4745, -8.8222)
H (7.5678, -7.9331, -13.0228)
H (-1.2858, -10.4057, -19.8861)
H (1.5141, -21.6114, -24.4015)
H (-2.6490, -14.3661, -5.4137)
H (-1.9654, -12.7748, -7.4608)
H (8.3211, -16.7403, -12.4245)
H (9.2882, -12.4722, -17.8478)
H (3.2984, -17.9793, -14.2958)
H (-0.9019, -19.3509, -11.8529)
H (-3.8439, -10.2384, -19.6313)
H (13.3433, -8.6595, -12.3495)
H (2.4311, -18.3128, -10.7429)
H (-3.4688, -12.3335, -6.8787)
H (-0.7368, -17.5375, -19.5797)
H (-3.4404, -9.3206, -8.0162)
H (-4.9148, -11.9466, -10.1943)
H (2.2274, -16.2449, -21.9915)
H (-2.0228, -13.9366, -2.5921)
H (-0.4333, -11.4029, -21.8216)
H (2.4688, -11.0149, -11.9257)
H (-1.5384, -14.3820, -12.7369)
H (0.0275, -23.6683, -22.6088)
H (1.0339, -13.7410, -12.4957)
H (-8.7178, -11.3069, -17.7298)
H (0.2816, -19.4222, -13.9071)
H (12.1761, -10.0320, -12.1853)
H (1.7325, -16.3655, -9.2971)
H (2.8797, -18.0894, -20.4903)
H (-5.7716, -12.7723, -15.5489)
H (-10.6564, -14.0871, -9.4350)
H (5.3078, -12.3939, -18.0437)
H (8.7554, -14.2437, -19.5238)
H (-8.3617, -14.8400, -6.5713)
H (6.0168, -8.7702, -9.7297)
H (14.0209, -15.7197, -14.8362)
H (-8.2786, -12.8749, -8.1664)
H (3.1216, -8.3326, -16.6478)
H (4.3436, -15.9854, -9.2916)
H (1.6253, -19.9368, -21.0901)
H (3.4907, -17.9908, -22.1753)
H (-2.1779, -9.5277, -22.0163)
H (-9.8441, -12.7347, -6.2871)
H (0.2369, -11.0313, -23.5120)
H (11.9886, -8.6323, -11.1429)
H (-0.3575, -13.8398, -14.6116)
H (3.4514, -11.7089, -13.1576)
H (-3.2976, -3.9084, -15.2516)
H (6.6247, -12.3167, -8.5608)



Density functional theory data (ωB97M-V with the def2-TZVPD basis set) for an isolated ion of composition C4H6N3S and charge +1 in a non-equilibrium geometry.

Output
Electronic energy (eV): -19538.2270
Frontier orbital gap (eV): 6.725
M (g mol⁻¹): 128.2
SMILES: C=[N+]=C=[N+](N)/C=C\[S-]
Charge: +1
ΔE to the lowest compared entry with this formula, charge and spin (kJ/mol): 626.55
HOMO energy (Eh): -0.487

Atoms and positions in Å:
S (-1.9614, -2.2676, -0.2335)
N (-0.4854, 0.6571, -1.6090)
N (0.8977, 1.0486, 1.3131)
N (0.3221, 0.1218, 0.4760)
C (-1.1740, 0.5646, -2.6625)
C (-0.6388, -2.2299, 0.7537)
C (0.2033, -1.0979, 1.0119)
C (0.4120, 0.5957, -0.8024)
H (0.8766, 1.8636, 0.7953)
H (0.4972, 1.0283, 2.1989)
H (-0.4372, -3.0888, 1.3971)
H (0.7289, -1.1119, 1.9718)
H (-1.7319, 1.4652, -2.8473)
H (-1.0661, -0.2433, -3.4244)



Density functional theory data (ωB97M-V with the def2-TZVPD basis set) for C37H28AuO2PS4 as an isolated structure in a non-equilibrium geometry.

Output
Electronic energy (eV): -99239.6066
Frontier orbital gap (eV): 4.331
M (g mol⁻¹): 860.8
Charge: -2
ΔE to the lowest compared entry with this formula, charge and spin (kJ/mol): 42.38
HOMO energy (Eh): -0.005

Atoms and positions in Å:
Au (0.1608, -0.0561, -1.8347)
S (1.8000, -1.1673, -3.1989)
S (1.4876, -3.5732, -4.9295)
S (-1.4215, -3.4197, -5.0258)
S (-1.6089, -1.0391, -3.2241)
P (-0.1877, -2.5852, -0.2903)
O (1.6257, 0.7934, -0.6630)
O (-0.0097, -5.1634, -6.4186)
C (-0.7759, 6.1567, -0.8194)
C (-1.7876, -0.8692, 1.1098)
C (-2.0852, -4.5200, 0.4401)
C (-1.0026, 5.0759, 2.1258)
C (-0.9843, 1.3058, -0.9277)
C (0.8117, 3.2883, 3.2179)
C (4.2924, -3.6366, -0.6686)
C (0.2628, -1.3297, 2.2749)
C (2.6009, -2.0823, 0.0680)
C (2.6693, 1.4209, -1.3524)
C (-1.8796, -6.1701, 2.1799)
C (-0.5338, -1.4747, 1.1414)
C (1.6026, -2.9911, -0.2777)
C (-2.1492, 4.6419, -2.0895)
C (0.0178, -4.2432, -5.6298)
C (0.7332, -2.2765, -4.0079)
C (-2.2302, -0.1071, 2.1822)
C (-1.8681, 6.9261, -2.8337)
C (-1.0279, 3.7818, -0.0355)
C (-0.0272, -4.7223, 1.6532)
C (0.3598, 4.3601, 3.9877)
C (-0.5527, 4.0029, 1.3300)
C (-1.0326, 7.1573, -1.7443)
C (-1.3365, 4.8635, -0.9518)
C (-1.4289, 0.0437, 3.3036)
C (3.2993, -4.5407, -1.0279)
C (3.9387, -2.4158, -0.1149)
C (-2.6347, -5.5520, 1.1950)
C (-0.7767, -4.0931, 0.6567)
C (-1.0304, 2.4667, -0.5161)
C (-0.5618, 5.2427, 3.4319)
C (-2.4139, 5.6533, -2.9974)
C (1.9653, -4.2201, -0.8317)
C (-0.6037, -2.2052, -4.0429)
C (-0.5727, -5.7511, 2.4089)
C (-0.1875, -0.5788, 3.3508)
C (0.3542, 3.0962, 1.9240)
H (-2.6755, -4.0319, -0.3290)
H (-2.3021, -6.9793, 2.7650)
H (1.5356, 2.5964, 3.6385)
H (0.9898, -4.3988, 1.8406)
H (1.2441, -1.7883, 2.3171)
H (0.0190, -6.2204, 3.1869)
H (-0.0956, 6.3468, 0.0018)
H (3.5677, -5.4924, -1.4719)
H (0.7071, 2.2591, 1.3296)
H (2.9753, 0.9051, -2.2712)
H (0.4323, -0.4760, 4.2351)
H (-1.7265, 5.7706, 1.7161)
H (-0.9463, 6.0598, 4.0349)
H (4.7086, -1.7015, 0.1552)
H (3.5552, 1.4550, -0.6993)
H (2.4286, 2.4590, -1.6253)
H (-3.1974, 0.3779, 2.1365)
H (2.3302, -1.0826, 0.3875)
H (-2.5605, 3.6508, -2.2377)
H (5.3348, -3.8697, -0.8529)
H (-1.7610, 0.6594, 4.1305)
H (-3.6562, -5.8685, 1.0168)
H (0.7185, 4.5016, 5.0022)
H (-2.4115, -0.9944, 0.2328)
H (-2.0737, 7.7129, -3.5516)
H (1.1950, -4.9209, -1.1345)
H (-0.5571, 8.1263, -1.6274)
H (-3.0494, 5.4509, -3.8540)



Q: Which of these has the lowest M?
A: CH6N3OS